Version i
ORCA calculation (the ωB97M-V functional and the def2-TZVPD basis) on an isolated molecule of C7H12.

Values from the calculation:
* Kohn-Sham gap: 9.69 eV
* charge: 0
* E_LUMO: 1.04 eV
* HOMO: -8.6542 eV
* SMILES: C1=CCCCCC1

Each atom is followed by the atoms it is bonded to, with distances in Å.
CARTESIAN COORDINATES (ANGSTROEM)
1 C 0.67 1.30 -0.14  C2 1.411, C7 1.464, H8 1.070
2 C -0.72 1.38 0.08  C1 1.411, C3 1.579, H9 1.115
3 C -1.92 0.37 -0.03  C2 1.579, C4 1.573, H10 1.170, H11 1.065
4 C -1.51 -1.15 0.06  C3 1.573, C5 1.543, H12 1.044, H13 1.223
5 C 0.01 -0.99 -0.11  C4 1.543, C6 1.634, H14 1.055, H15 1.154
6 C 1.64 -1.09 -0.01  C5 1.634, C7 1.493, H16 1.072, H17 1.090
7 C 1.81 0.39 0.03  C1 1.464, C6 1.493, H18 1.081, H19 1.037
8 H 1.04 2.27 0.13  C1 1.070
9 H -1.07 2.43 -0.09  C2 1.115
10 H -2.69 0.32 0.84  C3 1.170
11 H -2.54 0.56 -0.88  C3 1.065
12 H -1.75 -1.59 0.97  C4 1.044
13 H -2.09 -1.82 -0.79  C4 1.223
14 H 0.04 -0.38 0.75  C5 1.055
15 H -0.06 -0.39 -1.10  C5 1.154
16 H 2.23 -1.44 0.81  C6 1.072
17 H 2.09 -1.66 -0.83  C6 1.090
18 H 2.54 0.86 -0.61  C7 1.081
19 H 2.28 0.61 0.93  C7 1.037

Mulliken population analysis, charges in e, atoms 1 to 2:
1. C -0.407
2. C -0.477

Version ii
ORCA calculation (the ωB97M-V functional and the def2-TZVPD basis) on a cluster of 2 separate species, C7H12 in total.

Values from the calculation:
* Kohn-Sham gap: 7.48 eV
* charge: 0
* E_LUMO: -0.84 eV
* HOMO: -8.3246 eV

Each atom is followed by the atoms it is bonded to, with distances in Å.
CARTESIAN COORDINATES (ANGSTROEM)
1 C 0.40 0.39 -2.34  C2 1.562, H8 1.140, H9 1.167, H10 1.030
2 C 0.96 0.70 -0.91  C1 1.562, C3 1.565, H11 1.126, H12 1.152
3 C -0.17 0.55 0.15  C2 1.565, C4 1.407, C7 1.520
4 C 0.04 -0.25 1.29  C3 1.407, C5 1.439, H13 1.186
5 C 0.71 -1.51 1.48  C4 1.439, C6 1.350
6 C 0.50 -2.25 2.58  C5 1.350, H15 1.089, H16 1.140
7 C -1.34 1.50 -0.05  C3 1.520, H17 1.088, H18 1.151, H19 1.071
8 H -0.14 1.19 -2.95  C1 1.140
9 H 1.14 0.03 -3.16  C1 1.167
10 H -0.32 -0.35 -2.35  C1 1.030
11 H 1.52 1.67 -0.87  C2 1.126
12 H 1.79 -0.07 -0.67  C2 1.152
13 H -0.65 -0.09 2.24  C4 1.186
14 H -0.22 -1.64 -0.26  no bonds
15 H 1.02 -3.20 2.72  C6 1.089
16 H -0.18 -1.85 3.40  C6 1.140
17 H -2.23 1.14 0.48  C7 1.088
18 H -1.17 2.58 0.29  C7 1.151
19 H -1.66 1.47 -1.07  C7 1.071

Mulliken population analysis, charges in e, atoms 1 to 2:
1. C -1.185
2. C -0.212

Version iii
ORCA calculation (the ωB97M-V functional and the def2-TZVPD basis) on a cluster of 2 separate species, C7H12 in total.

Values from the calculation:
* Kohn-Sham gap: 10.62 eV
* charge: 0
* E_LUMO: 1.13 eV
* HOMO: -9.4892 eV
* SMILES: C=C1CC1.C=CC

Each atom is followed by the atoms it is bonded to, with distances in Å.
CARTESIAN COORDINATES (ANGSTROEM)
1 C -1.90 -0.44 -0.16  C2 1.319, H5 1.088, H6 1.087
2 C -1.51 0.16 0.95  C1 1.319, C3 1.467, C4 1.467
3 C -0.41 0.72 1.74  C2 1.467, C4 1.530, H7 1.088, H8 1.088
4 C -1.85 0.75 2.25  C2 1.467, C3 1.530, H9 1.088, H10 1.088
5 H -1.19 -0.70 -0.94  C1 1.088
6 H -2.95 -0.68 -0.32  C1 1.087
7 H 0.05 1.66 1.44  C3 1.088
8 H 0.28 0.03 2.23  C3 1.088
9 H -2.36 1.71 2.26  C4 1.088
10 H -2.12 0.09 3.07  C4 1.088
11 C 1.18 0.68 -2.12  C12 1.330, H14 1.086, H15 1.089
12 C 1.65 0.00 -1.08  C11 1.330, C13 1.500, H16 1.091
13 C 1.71 -1.50 -0.99  C12 1.500, H17 1.097, H18 1.095, H19 1.097
14 H 1.15 1.77 -2.13  C11 1.086
15 H 0.79 0.17 -3.00  C11 1.089
16 H 2.03 0.55 -0.22  C12 1.091
17 H 2.73 -1.85 -0.82  C13 1.097
18 H 1.33 -1.96 -1.90  C13 1.095
19 H 1.10 -1.85 -0.15  C13 1.097

Mulliken population analysis, charges in e, atoms 1 to 2:
1. C -0.640
2. C 0.442

It turns out version iii is the most stable, with the second structure 0.1298 hartree higher.

Version i
ORCA calculation (the ωB97M-V functional and the def2-TZVPD basis) on a cluster of 2 separate species, C7H12 in total.

Values from the calculation:
* Kohn-Sham gap (alpha / beta): 9.63 / 7.44 eV
* charge: 0
* E_LUMO (alpha / beta): 0.36 / -0.66 eV
* HOMO (alpha / beta): -9.2729 / -8.0961 eV

Each atom is followed by the atoms it is bonded to, with distances in Å.
CARTESIAN COORDINATES (ANGSTROEM)
1 C 2.56 -1.26 -0.33  C2 1.455, H8 1.085, H10 1.086
2 C 1.90 -0.26 -1.14  C1 1.455, C3 1.572, H11 1.098, H12 1.099
3 C 0.49 0.04 -0.51  C2 1.572, C4 1.524, H13 1.092, H14 1.092
4 C -0.38 1.07 -1.22  C3 1.524, C5 1.468, H15 1.096, H16 1.095
5 C -1.56 1.13 -0.35  C4 1.468, C6 1.207
6 C -2.24 0.85 0.61  C5 1.207, C7 1.459
7 C -2.75 0.29 1.85  C6 1.459, H17 1.106, H18 1.094, H19 1.094
8 H 3.33 -0.97 0.38  C1 1.085
9 H 0.24 -1.24 1.61  no bonds
10 H 2.57 -2.30 -0.65  C1 1.086
11 H 2.44 0.70 -1.18  C2 1.098
12 H 1.71 -0.60 -2.17  C2 1.099
13 H 0.70 0.33 0.52  C3 1.092
14 H -0.02 -0.93 -0.43  C3 1.092
15 H 0.14 2.03 -1.28  C4 1.096
16 H -0.61 0.74 -2.24  C4 1.095
17 H -1.95 -0.39 2.20  C7 1.106
18 H -3.67 -0.29 1.71  C7 1.094
19 H -2.92 1.05 2.62  C7 1.094

Mulliken population analysis, charges in e, atoms 1 to 2:
1. C -0.891
2. C -0.467

Version ii
ORCA calculation (the ωB97M-V functional and the def2-TZVPD basis) on an isolated molecule of C7H12.

Values from the calculation:
* Kohn-Sham gap: 9.23 eV
* charge: 0
* E_LUMO: 0.96 eV
* HOMO: -8.2715 eV
* SMILES: C=C(C)C(=C)CC

Each atom is followed by the atoms it is bonded to, with distances in Å.
CARTESIAN COORDINATES (ANGSTROEM)
1 C -1.90 -0.43 0.36  C2 1.363, H8 1.081, H9 1.088
2 C -0.97 0.56 0.24  C1 1.363, C3 1.501, C4 1.458
3 C -1.19 1.92 0.83  C2 1.501, H10 1.087, H11 1.080, H12 1.107
4 C 0.21 0.22 -0.55  C2 1.458, C5 1.358, C6 1.486
5 C 0.90 1.24 -1.12  C4 1.358, H13 1.083, H14 1.080
6 C 0.77 -1.14 -0.74  C4 1.486, C7 1.529, H15 1.094, H16 1.093
7 C 1.62 -1.72 0.40  C6 1.529, H17 1.102, H18 1.090, H19 1.098
8 H -2.97 -0.37 0.49  C1 1.081
9 H -1.54 -1.46 0.33  C1 1.088
10 H -0.25 2.36 1.14  C3 1.087
11 H -1.85 2.48 0.18  C3 1.080
12 H -1.65 1.95 1.84  C3 1.107
13 H 0.54 2.26 -1.01  C5 1.083
14 H 1.51 0.98 -1.97  C5 1.080
15 H 1.37 -1.12 -1.65  C6 1.094
16 H 0.00 -1.89 -0.95  C6 1.093
17 H 1.09 -1.67 1.36  C7 1.102
18 H 2.62 -1.35 0.61  C7 1.090
19 H 1.66 -2.81 0.23  C7 1.098

Mulliken population analysis, charges in e, atoms 1 to 2:
1. C -0.943
2. C 0.907

Version iii
ORCA calculation (the ωB97M-V functional and the def2-TZVPD basis) on a cluster of 2 separate species, C7H12 in total.

Values from the calculation:
* Kohn-Sham gap (alpha / beta): 9.60 / 7.47 eV
* charge: 0
* E_LUMO (alpha / beta): 0.34 / -0.66 eV
* HOMO (alpha / beta): -9.2523 / -8.1292 eV

Each atom is followed by the atoms it is bonded to, with distances in Å.
CARTESIAN COORDINATES (ANGSTROEM)
1 C 1.92 -1.59 1.31  C2 1.457, H8 1.085, H10 1.086
2 C 2.02 -0.86 0.05  C1 1.457, C3 1.571, H11 1.098, H12 1.099
3 C 0.64 -0.18 -0.22  C2 1.571, C4 1.525, H13 1.092, H14 1.092
4 C 0.51 0.65 -1.50  C3 1.525, C5 1.469, H15 1.095, H16 1.095
5 C -0.87 1.15 -1.38  C4 1.469, C6 1.208
6 C -1.93 1.29 -0.82  C5 1.208, C7 1.458
7 C -3.01 1.20 0.16  C6 1.458, H17 1.110, H18 1.094, H19 1.094
8 H 2.35 -1.18 2.21  C1 1.085
9 H -0.84 -0.61 1.72  no bonds
10 H 1.75 -2.66 1.30  C1 1.086
11 H 2.78 -0.07 0.08  C2 1.098
12 H 2.22 -1.52 -0.81  C2 1.099
13 H 0.44 0.44 0.67  C3 1.092
14 H -0.10 -0.98 -0.18  C3 1.092
15 H 1.25 1.45 -1.52  C4 1.095
16 H 0.65 0.02 -2.38  C4 1.095
17 H -2.60 0.57 0.97  C7 1.110
18 H -3.91 0.72 -0.24  C7 1.094
19 H -3.29 2.18 0.58  C7 1.094

Mulliken population analysis, charges in e, atoms 1 to 2:
1. C -0.880
2. C -0.477

It turns out version ii is the most stable, with the second structure 0.1710 hartree higher.

Version i
ORCA calculation (the ωB97M-V functional and the def2-TZVPD basis) on a cluster of 2 separate species, C7H12 in total.

Values from the calculation:
* Kohn-Sham gap: 8.92 eV
* charge: 0
* E_LUMO: 0.99 eV
* HOMO: -7.9305 eV
* SMILES: C=C1CC1.C=CC

Each atom is followed by the atoms it is bonded to, with distances in Å.
CARTESIAN COORDINATES (ANGSTROEM)
1 C 0.27 0.66 1.55  C2 1.329, H5 1.087, H6 1.082
2 C 1.05 0.23 0.56  C1 1.329, C3 1.473, C4 1.456
3 C 1.81 -0.92 0.05  C2 1.473, C4 1.529, H7 1.087, H8 1.086
4 C 2.40 0.48 0.08  C2 1.456, C3 1.529, H9 1.094, H10 1.079
5 H -0.75 0.31 1.71  C1 1.087
6 H 0.66 1.40 2.23  C1 1.082
7 H 1.69 -1.42 -0.91  C3 1.087
8 H 2.09 -1.59 0.86  C3 1.086
9 H 2.51 0.93 -0.91  C4 1.094
10 H 3.12 0.81 0.81  C4 1.079
11 C -0.55 0.24 -1.17  C12 1.331, H14 1.081, H15 1.087
12 C -1.44 -0.59 -0.64  C11 1.331, C13 1.498, H16 1.090
13 C -2.73 -0.06 -0.09  C12 1.498, H17 1.096, H18 1.098, H19 1.093
14 H 0.30 -0.09 -1.76  C11 1.081
15 H -0.67 1.32 -1.10  C11 1.087
16 H -1.26 -1.66 -0.61  C12 1.090
17 H -3.38 0.19 -0.94  C13 1.096
18 H -2.57 0.88 0.46  C13 1.098
19 H -3.26 -0.77 0.54  C13 1.093

Mulliken population analysis, charges in e, atoms 1 to 2:
1. C -0.736
2. C 0.465

Version ii
ORCA calculation (the ωB97M-V functional and the def2-TZVPD basis) on an isolated molecule of C7H12.

Values from the calculation:
* Kohn-Sham gap: 10.71 eV
* charge: 0
* E_LUMO: 1.22 eV
* HOMO: -9.4880 eV
* SMILES: CC[C@H]1C[C@H]2C[C@@H]12

Each atom is followed by the atoms it is bonded to, with distances in Å.
CARTESIAN COORDINATES (ANGSTROEM)
1 C -1.13 2.09 -1.13  C2 1.522, H8 1.095, H9 1.096, H10 1.093
2 C -0.16 0.92 -1.03  C1 1.522, C3 1.527, H11 1.097, H12 1.102
3 C 0.07 0.38 0.38  C2 1.527, C4 1.570, C7 1.523, H13 1.099
4 C -0.80 -0.77 1.01  C3 1.570, C5 1.532, H14 1.097, H15 1.094
5 C 0.48 -1.56 1.28  C4 1.532, C6 1.492, C7 1.528, H16 1.086
6 C 1.15 -1.87 -0.01  C5 1.492, C7 1.498, H17 1.086, H18 1.087
7 C 1.30 -0.49 0.57  C3 1.523, C5 1.528, C6 1.498, H19 1.086
8 H -1.14 2.50 -2.15  C1 1.095
9 H -0.82 2.91 -0.46  C1 1.096
10 H -2.15 1.81 -0.86  C1 1.093
11 H -0.49 0.10 -1.67  C2 1.097
12 H 0.81 1.25 -1.42  C2 1.102
13 H 0.10 1.21 1.10  C3 1.099
14 H -1.50 -1.26 0.33  C4 1.097
15 H -1.35 -0.47 1.91  C4 1.094
16 H 0.72 -2.09 2.20  C5 1.086
17 H 2.06 -2.47 0.05  C6 1.086
18 H 0.56 -2.06 -0.90  C6 1.087
19 H 2.29 -0.11 0.81  C7 1.086

Mulliken population analysis, charges in e, atoms 1 to 2:
1. C -1.252
2. C -0.347

It turns out version ii is the most stable, with the second structure 0.0959 hartree higher.